No. 1
51
Properties=species:S:1:pos:R:3:forces:R:3 method="wB97M-V/def2-TZVPD" lumo_ev=-4.90 charge=+1 homo_ha=-0.4207 e_above_lowest_kj_mol=229.7 energy_ev=-37483.040
F 0.242488 -0.399696 -0.025065 -0.96 -7.13 -1.09
O 3.464508 -0.524636 1.160535 0.96 -0.95 -1.76
O 2.317028 -0.104656 -2.342215 -1.10 -2.64 -1.87
O -2.017442 4.403954 -1.127045 -0.57 0.56 -0.45
O -3.101192 2.916854 0.206525 1.75 -0.05 -0.65
O 0.603778 -1.652016 -2.109435 -0.62 -1.75 1.16
O -2.961402 -1.074686 1.332085 -0.63 -1.96 -0.21
O -3.687802 -2.923896 0.613225 2.70 1.48 0.60
O -0.992892 2.594234 -0.610015 0.75 1.71 -0.24
O 2.166188 -1.782286 -3.751245 -0.59 -0.28 0.56
O -1.384232 -2.497976 0.485595 1.08 -0.66 -1.20
C -3.635422 -4.235796 0.080155 -0.75 -0.47 -0.15
C -2.087632 -0.032446 1.637865 1.25 -0.74 1.74
C -3.179572 5.310834 -1.198165 -0.15 -0.33 0.90
C 3.079928 0.026404 3.273345 1.61 0.34 1.88
C -2.107852 3.250724 -0.438745 -2.83 1.58 0.25
C 1.632268 -1.204886 -2.666075 1.80 0.57 -1.16
C 1.674758 -3.052216 -4.322425 -0.43 -0.64 -0.31
C 2.215098 0.116404 1.174295 0.09 0.28 3.17
C -2.550342 -2.187506 0.827225 -3.14 -0.16 -1.04
C 1.710108 0.847594 -1.495805 -0.80 1.68 -0.47
C 4.231208 -0.233346 2.310265 -1.22 0.26 1.17
C 2.153618 0.874234 2.481745 -0.45 0.47 0.25
C -0.760752 1.503354 0.198535 -0.15 0.34 -0.26
Be -0.026402 -2.264506 -0.596725 -0.73 5.27 0.56
H -2.640272 0.907044 1.631245 -0.37 -0.57 -0.26
H -1.679042 -0.207726 2.633065 -0.30 0.08 0.44
H 3.398038 0.541984 4.179485 0.10 -0.11 0.17
H -3.277382 -4.251956 -0.949245 0.47 -0.03 0.20
H -1.208712 -0.087556 0.995545 -1.17 -0.96 0.78
H -3.287082 5.875564 -0.272085 0.22 -0.35 0.28
H 0.604188 -3.235526 -4.230895 0.04 0.50 0.64
H -3.147362 -4.913756 0.780345 0.22 -0.01 -0.33
H -1.250282 1.450134 1.170965 1.02 2.41 -0.80
H 2.216408 -3.949086 -4.021855 0.23 0.46 1.09
H 2.134538 0.762834 0.300365 1.59 0.73 6.59
H 1.948248 0.605154 -0.460125 -1.47 -1.20 -6.37
H -1.165242 0.635554 -0.322435 -0.27 1.08 -0.43
H -4.119132 4.779834 -1.351015 0.28 -0.27 -0.09
H 1.353218 -0.550536 1.195645 1.34 -0.33 0.06
H 4.866708 -1.062786 2.620535 -0.11 -0.12 -0.41
H -3.078232 6.090044 -1.953585 0.71 -0.66 -0.35
H 0.302908 1.286664 0.297405 -0.72 1.53 0.09
H 4.834318 0.670474 2.223795 0.16 0.07 -0.35
H 2.612988 -0.910936 3.575805 -0.04 -0.09 -0.11
H 1.828348 -3.151906 -5.396935 0.36 1.38 -0.09
H 2.144668 1.843984 -1.576285 0.29 -0.16 -1.15
H 0.625458 0.893184 -1.593495 0.56 -0.02 -0.64
H 1.199228 0.885494 3.008165 -0.34 0.06 -0.49
H -4.693412 -4.491276 0.021025 0.13 -0.23 0.08
H 2.478838 1.911054 2.396105 0.25 0.02 0.06

No. 2
53
Properties=species:S:1:pos:R:3:forces:R:3 method="wB97M-V/def2-TZVPD" lumo_ev=0.14 homo_ha=-0.3025 e_above_lowest_kj_mol=1062.2 energy_ev=-146190.253
Cl -16.321860 20.611940 -19.762120 -0.92 0.86 -0.44
Cl -9.171730 21.820340 -16.740860 1.07 0.87 -0.42
Cl -12.270520 17.254110 -16.490210 3.67 -4.47 6.32
Cl -9.512430 17.886290 -18.015100 0.02 -1.01 1.36
Cl -11.547330 20.319000 -16.704360 -1.79 0.65 -1.42
Cl -13.519020 21.186490 -18.680330 0.89 0.15 1.82
Cl -11.280770 19.702480 -19.555990 -0.83 -1.14 3.81
Cl -13.117260 18.306120 -18.159080 -1.05 4.12 -7.90
Cl -15.131760 18.137350 -16.506730 -2.19 -0.25 1.86
Cl -10.472590 24.035250 -18.971020 1.12 2.07 0.74
O -10.346940 20.915440 -22.000060 0.82 -1.04 -0.62
O -15.607760 23.456260 -21.179580 -1.60 1.36 0.22
N -13.530650 22.724640 -20.795550 1.08 0.19 0.83
N -8.640470 20.023330 -20.786190 0.14 -1.61 -0.58
C -13.216660 23.854410 -19.858570 -0.01 -1.54 -0.60
C -14.743740 22.646770 -21.340600 0.04 -0.73 -0.45
C -10.082490 22.428830 -19.397420 1.23 -0.93 0.98
C -9.923520 20.019980 -21.293550 3.15 1.26 -1.71
C -12.363970 19.893400 -18.255960 -1.50 -0.61 1.35
C -16.136740 19.309330 -17.412150 0.16 0.05 0.06
C -15.592720 19.350670 -18.837590 -0.87 -1.08 0.30
C -7.613940 21.026070 -21.153580 -0.88 -0.56 -0.12
C -10.790140 17.715870 -15.713490 -0.71 1.14 3.17
C -8.114500 18.853210 -19.986360 0.55 2.40 -1.87
C -9.523310 17.459540 -16.328970 1.15 -2.29 0.04
C -12.506900 21.769520 -21.182290 0.38 1.47 -1.37
C -8.939760 21.853220 -18.528690 -0.53 -0.16 -0.04
H -8.005200 22.386970 -18.701390 -0.28 0.13 0.24
H -7.130790 18.626040 -20.397220 -0.09 -0.40 -0.20
H -8.788130 18.000100 -20.067100 0.37 0.37 -0.06
H -12.580640 23.509610 -19.043280 -0.47 -0.28 -0.48
H -8.750350 17.956010 -15.742320 0.06 0.34 -0.40
H -14.122760 24.177050 -19.345760 -0.08 0.52 -0.78
H -10.997490 21.842360 -19.314270 0.68 0.60 -0.02
H -14.941690 21.740510 -21.933650 0.45 -0.05 -0.18
H -14.512370 19.494320 -18.855270 -1.83 -0.22 -0.25
H -8.826020 20.824430 -18.870350 -0.01 0.35 0.57
H -16.055100 20.259790 -16.884850 0.25 0.05 -0.25
H -12.192880 20.979740 -20.499840 -1.55 1.25 -0.91
H -10.709720 17.254230 -14.729360 -0.30 0.24 0.27
H -15.794990 18.415890 -19.360430 -0.05 -0.12 0.18
H -6.674060 20.501640 -21.325860 0.00 0.10 0.07
H -12.596680 24.558930 -20.412990 -0.68 0.56 0.20
H -7.893940 21.545440 -22.070070 -0.14 -0.03 0.13
H -9.685340 22.420490 -20.412460 -0.36 -0.05 0.05
H -10.585720 19.228260 -20.910300 1.77 -1.24 -2.81
H -11.552460 22.251050 -21.395090 -0.73 0.77 0.09
H -7.516290 21.734720 -20.331150 0.38 -0.02 -0.41
H -9.376870 16.394280 -16.150430 0.67 -0.24 -0.92
H -10.852590 18.802040 -15.647150 -0.20 -0.96 0.93
H -17.172160 18.991470 -17.289910 0.10 -0.09 -0.47
H -12.713970 21.327580 -22.156930 -0.48 -0.08 0.15
H -7.922000 19.268520 -18.997140 -0.07 -0.71 -0.05

| no. | frontier orbital gap (eV) |
| --- | --- |
| 1 | 6.54 |
| 2 | 8.37 |